{"formula": "C48H42BrF3LaN10O4S2", "method": "wB97M-V/def2-TZVPD", "species": ["La", "Br", "C", "C", "C", "C", "O", "C", "C", "N", "C", "C", "C", "C", "C", "C", "C", "C", "N", "C", "C", "H", "H", "H", "H", "H", "H", "H", "H", "H", "H", "N", "C", "N", "C", "N", "N", "C", "N", "C", "C", "C", "C", "C", "N", "H", "H", "H", "H", "H", "H", "H", "H", "F", "C", "F", "F", "C", "C", "C", "C", "N", "C", "S", "H", "H", "H", "O", "S", "C", "C", "C", "C", "H", "H", "H", "H", "H", "H", "H", "H", "C", "O", "C", "C", "C", "C", "C", "C", "N", "C", "C", "C", "C", "C", "C", "C", "O", "H", "H", "H", "H", "H", "H", "H", "H", "H", "H", "H", "H", "H"], "positions_angstrom": [[-0.110144, -0.410914, -0.624908], [-6.887540, -1.230328, -4.557783], [-5.655742, -1.344704, -3.201625], [-5.777446, -0.545123, -2.023008], [-4.686487, -0.456545, -1.171694], [-3.489954, -1.215506, -1.396536], [-2.518393, -1.162163, -0.541625], [-3.407407, -2.037855, -2.570449], [-2.299157, -2.815915, -2.975802], [-1.054278, -2.612572, -2.555159], [-0.139892, -3.616238, -2.862936], [-0.261692, -4.489511, -3.959175], [0.471979, -5.672300, -4.007942], [1.533169, -5.920151, -3.148914], [1.877747, -4.930384, -2.172006], [3.071439, -4.983147, -1.415348], [3.244754, -4.088486, -0.369260], [2.229774, -3.143383, -0.145211], [1.171356, -2.984153, -0.946116], [0.975866, -3.824631, -1.993091], [-4.530466, -2.112908, -3.426126], [-6.729745, -0.014518, -1.822639], [-4.723859, 0.225683, -0.322762], [-2.494091, -3.669860, -3.678121], [-0.941077, -4.198018, -4.769879], [0.322768, -6.397939, -4.810089], [2.059298, -6.880297, -3.079106], [3.835683, -5.742981, -1.651290], [4.202000, -4.104588, 0.206489], [2.233416, -2.510748, 0.757414], [-4.479154, -2.744437, -4.298917], [3.376336, 0.817197, 1.391298], [2.707322, 0.054987, 2.292323], [3.235841, 0.030601, 3.511611], [2.633565, -0.767244, 4.398259], [3.124302, -0.846860, 5.642248], [1.564450, -1.509749, 4.107260], [1.105595, -1.431668, 2.870896], [1.599189, -0.595336, 1.876363], [-0.023575, -2.383099, 2.659944], [-0.440069, -3.286727, 3.654922], [-1.276520, -4.348127, 3.325673], [-1.888700, -4.315307, 2.070456], [-1.597608, -3.275384, 1.198024], [-0.705176, -2.320821, 1.494643], [4.214726, 1.301143, 1.671346], [2.896904, 1.247035, 0.544229], [4.051448, -0.492433, 5.806733], [2.713720, -1.509372, 6.299282], [-0.032825, -3.084579, 4.683507], [-1.482344, -5.164515, 4.056471], [-2.626806, -5.074565, 1.758413], [-2.110404, -3.227411, 0.240193], [6.096543, 2.680309, -3.110734], [4.965632, 2.546892, -2.341625], [5.381467, 2.460271, -1.009016], [4.201539, 3.696684, -2.507685], [4.208834, 1.301712, -2.706791], [4.716863, 0.411519, -3.696563], [4.098475, -0.844776, -3.753859], [2.974777, -1.166918, -2.989343], [2.417817, -0.288038, -2.156947], [2.944382, 0.977950, -2.034344], [2.097038, 2.165528, -1.090963], [5.554677, 0.687502, -4.369058], [4.520309, -1.634789, -4.391987], [2.603054, -2.155263, -3.027368], [-0.643070, 0.617605, -2.506301], [-1.133750, 1.335650, -3.790134], [0.048280, 0.908972, -5.108492], [0.329298, 2.177638, -5.935460], [0.429258, 3.314567, -4.899902], [-0.399534, 3.005038, -3.666193], [-0.362530, 0.082869, -5.712312], [0.954194, 0.555691, -4.597511], [-0.507190, 2.312948, -6.594223], [1.271462, 2.061582, -6.533340], [1.477135, 3.441253, -4.622091], [0.131856, 4.306565, -5.316856], [-1.272727, 3.639537, -3.621178], [0.191968, 2.969532, -2.720411], [-2.728215, 3.320561, 7.011694], [-2.078285, 2.939677, 5.827745], [-0.737160, 3.077192, 5.762281], [0.058848, 3.567597, 6.808166], [1.417479, 3.581808, 6.697063], [2.018417, 3.108801, 5.519510], [1.256881, 2.680455, 4.447218], [-0.128983, 2.670319, 4.559552], [-0.834381, 2.551016, 3.351822], [-1.801649, 3.380703, 2.919486], [-2.403462, 3.289238, 1.670153], [-3.561012, 4.097691, 1.427015], [-4.386291, 3.941063, 0.334742], [-4.025482, 2.973639, -0.608502], [-2.861666, 2.306883, -0.543562], [-2.079739, 2.242746, 0.653808], [-1.139556, 1.332745, 0.817046], [-3.775602, 3.188012, 6.794159], [-2.567156, 4.444234, 7.188367], [-2.429989, 2.741179, 7.911146], [-0.389586, 3.922815, 7.706551], [2.077805, 3.933640, 7.502026], [3.117922, 2.952683, 5.549797], [1.718743, 2.419069, 3.478295], [-0.602191, 1.759157, 2.742858], [-2.134970, 4.182754, 3.617738], [-3.818126, 4.775331, 2.248094], [-5.306345, 4.492762, 0.224282], [-4.710159, 2.687939, -1.438812], [-2.544227, 1.687102, -1.389506]], "atomic_forces_ev_per_a": [[0.22, -1.80, 1.60], [-1.25, 0.03, -0.82], [1.11, -0.02, 1.20], [0.42, -0.29, -0.49], [-0.58, -0.27, -0.38], [0.69, 0.23, 0.16], [0.34, 0.65, -0.37], [-1.35, 0.51, -0.12], [2.51, -0.30, 0.56], [-1.64, 0.00, -0.14], [0.38, -1.20, -1.10], [-0.18, 1.22, 0.61], [1.52, -0.85, -0.28], [-0.37, 0.43, 0.67], [-0.76, -0.16, -0.96], [0.02, 0.20, 0.68], [0.93, -0.62, -0.59], [-0.85, 0.17, -0.04], [0.57, 0.48, 0.92], [0.70, -0.43, 0.50], [-0.36, 0.71, 0.60], [0.84, -0.25, -0.20], [0.09, -0.45, -0.04], [-0.04, 0.77, 0.74], [0.18, -0.51, 0.40], [-0.28, 0.26, 0.22], [-0.14, 0.47, -0.56], [-0.53, 0.42, 0.18], [-1.17, 0.11, -0.33], [0.26, -0.18, -0.75], [-0.02, -0.02, -0.19], [-0.94, 0.13, -0.76], [0.99, 1.29, -0.92], [0.16, -0.54, 0.97], [0.47, 0.54, -0.79], [-0.06, -0.29, 0.45], [-0.33, -0.31, -0.28], [0.35, 1.14, 0.15], [-1.39, -1.73, 1.31], [-1.94, -0.11, -0.93], [1.36, 0.48, 1.02], [-0.50, 0.05, 0.26], [-0.14, -0.63, 0.09], [0.02, 0.06, 0.46], [0.94, -0.22, -0.53], [-0.13, -0.15, 0.39], [0.46, -0.82, 1.05], [-0.11, 0.09, 0.08], [0.28, 0.40, -0.51], [-0.35, -0.79, -1.27], [0.06, 0.90, -0.65], [0.61, 0.40, 0.25], [0.21, 0.31, 0.21], [-1.22, 0.12, 0.98], [0.00, 0.72, 0.27], [-0.54, 0.57, -1.90], [1.60, -1.43, 0.36], [-0.94, -1.21, -0.69], [-0.79, 0.55, 1.40], [0.15, -0.63, -0.80], [1.84, 1.71, 0.00], [-0.43, 1.13, 0.21], [1.32, -0.47, -0.75], [-0.54, -0.65, -0.13], [-0.55, -0.29, 0.82], [-0.29, 0.52, 0.15], [-0.59, -0.82, 0.05], [-0.88, 1.02, -2.39], [1.16, -0.07, 0.28], [0.35, -0.74, -0.47], [0.38, -0.45, 0.72], [0.57, 0.93, -0.68], [-0.28, -0.30, 0.47], [0.14, 0.30, 0.30], [-0.23, 0.06, 0.10], [-0.30, 0.29, -0.55], [-0.96, 0.08, 0.52], [-0.03, -0.12, 0.18], [0.12, -0.84, 0.16], [-0.04, 0.43, 0.44], [-0.53, 0.17, -0.58], [0.04, 1.82, 0.69], [0.12, -0.14, -0.33], [0.50, -0.28, -0.08], [-0.92, -0.28, -0.36], [1.48, -0.28, -0.77], [1.19, -0.61, 0.90], [0.26, 0.06, -0.10], [0.61, 1.37, 0.48], [-1.93, 0.10, -0.99], [1.22, -0.64, 1.12], [-0.70, -1.55, -1.68], [-0.20, 0.07, 0.33], [0.30, 0.04, 1.06], [-1.25, 0.24, -1.18], [1.60, -1.41, 0.15], [1.06, 0.30, 0.68], [-1.15, 1.64, -0.02], [-0.32, -0.17, 0.19], [-0.15, -1.52, 0.01], [-0.04, 0.26, -0.63], [-0.37, 0.12, 0.46], [-0.56, -0.16, -0.31], [-0.86, 0.46, -0.45], [-0.24, 0.08, 0.68], [-0.10, 0.42, -0.22], [0.47, -0.73, -0.54], [-0.04, 0.02, -0.48], [-0.01, 0.09, 0.12], [0.56, 0.69, 0.50], [-0.32, -0.12, 0.60]], "lowdin_charge": [2.01, 0.78, -0.76, -0.10, -0.02, -0.36, -0.27, -0.15, -0.07, 0.07, -0.22, -0.03, -0.07, -0.03, -0.15, 0.00, -0.04, -0.13, 0.02, -0.19, -0.10, 0.11, 0.11, 0.13, 0.11, 0.11, 0.12, 0.13, 0.13, 0.09, 0.10, 0.14, -0.48, 0.17, -0.45, 0.18, 0.16, -0.26, 0.10, -0.21, -0.01, -0.04, -0.04, -0.13, 0.05, 0.10, -0.06, 0.11, 0.12, 0.12, 0.13, 0.12, 0.10, 0.11, -0.50, 0.08, 0.06, -0.11, 0.01, -0.06, -0.15, -0.03, -0.66, 0.63, 0.13, 0.11, 0.08, -0.84, 1.05, -0.30, -0.20, -0.21, -0.30, 0.10, 0.09, 0.10, 0.14, 0.11, 0.13, 0.08, 0.04, -0.08, -0.09, -0.22, -0.02, -0.07, -0.08, -0.02, -0.16, 0.13, 0.04, -0.12, -0.03, -0.07, -0.08, -0.05, -0.26, -0.27, 0.09, 0.12, 0.11, 0.10, 0.12, 0.12, 0.12, 0.14, 0.16, 0.12, 0.11, 0.13, 0.08], "gap_ha": 0.2370, "total_energy_ha": -6404.467841, "total_charge": 1, "lumo_energy_ev": -2.79, "e_homo_ev": -9.24}